a | # C22H25N3O6S2

One molecule with the formula C22H25N3O6S2 (ωB97M-V/def2-TZVPD, the Open Molecules 2025 dataset).

Charge = 0

Last column: natural (NBO) charge in e.
Atoms and positions in Å:
C (1.85, 2.33, 4.30)  -0.2532
O (2.16, 1.99, 2.97)  -0.4937
C (1.17, 1.99, 2.04)  0.3479
C (1.56, 1.64, 0.74)  -0.3414
C (0.62, 1.61, -0.26)  0.2746
N (0.94, 1.23, -1.58)  -0.6304
C (1.87, 0.32, -1.95)  0.6846
O (2.76, -0.09, -1.24)  -0.6014
C (1.70, -0.19, -3.38)  -0.3291
N (0.31, -0.30, -3.79)  -0.4698
C (-0.02, 0.17, -5.03)  0.6794
O (0.78, 0.73, -5.75)  -0.5845
C (-1.46, -0.06, -5.44)  -0.6201
S (-2.54, 0.65, -4.17)  0.2904
C (-1.96, -0.38, -2.86)  -0.2248
C (-2.82, -0.74, -1.84)  -0.2148
C (-2.38, -1.54, -0.80)  -0.2161
C (-1.08, -2.02, -0.84)  -0.2163
S (-0.45, -3.01, 0.51)  2.3233
O (0.44, -3.99, -0.04)  -0.9340
O (-1.57, -3.45, 1.29)  -0.9423
N (0.41, -1.84, 1.32)  -0.6954
C (1.86, -1.95, 1.33)  -0.2454
C (2.30, -1.58, 2.75)  -0.4194
C (1.06, -1.86, 3.59)  -0.4119
C (-0.06, -1.45, 2.64)  -0.2308
C (-0.21, -1.68, -1.86)  -0.2779
C (-0.62, -0.82, -2.87)  0.2084
C (-0.72, 1.91, 0.00)  -0.4232
C (-1.10, 2.25, 1.28)  0.4267
O (-2.37, 2.54, 1.66)  -0.5063
C (-3.40, 2.46, 0.70)  -0.2532
C (-0.15, 2.29, 2.31)  -0.4106
H (2.78, 2.26, 4.85)  0.2034
H (1.12, 1.63, 4.73)  0.1757
H (1.45, 3.35, 4.36)  0.1811
H (2.59, 1.41, 0.55)  0.2568
H (0.25, 1.49, -2.26)  0.4027
H (2.22, -1.15, -3.46)  0.2302
H (2.17, 0.51, -4.08)  0.2786
H (-1.69, -1.12, -5.53)  0.2426
H (-1.66, 0.45, -6.38)  0.2644
H (-3.84, -0.37, -1.86)  0.2282
H (-3.02, -1.82, 0.02)  0.2472
H (2.13, -2.98, 1.07)  0.2202
H (2.29, -1.28, 0.58)  0.2336
H (2.55, -0.52, 2.79)  0.2150
H (3.17, -2.16, 3.07)  0.2194
H (0.98, -2.93, 3.80)  0.2058
H (1.04, -1.31, 4.52)  0.2123
H (-1.01, -1.95, 2.84)  0.2373
H (-0.21, -0.36, 2.65)  0.1970
H (0.78, -2.09, -1.83)  0.2526
H (-1.43, 1.87, -0.81)  0.2178
H (-3.24, 3.19, -0.11)  0.1774
H (-4.32, 2.71, 1.22)  0.2030
H (-3.47, 1.46, 0.27)  0.1756
H (-0.50, 2.56, 3.29)  0.2328

---

b | # C22H25N3O6S2

One molecule with the formula C22H25N3O6S2 (ωB97M-V/def2-TZVPD, the Open Molecules 2025 dataset).

Charge = 0

Last column: natural (NBO) charge in e.
Atoms and positions in Å:
C (-1.98, -0.41, 3.42)  -0.2538
O (-3.10, 0.01, 2.66)  -0.4919
C (-2.88, 0.76, 1.55)  0.3519
C (-1.61, 1.12, 1.09)  -0.4183
C (-1.50, 1.85, -0.08)  0.2813
N (-0.25, 2.19, -0.62)  -0.6221
C (0.98, 1.94, -0.12)  0.6771
O (1.22, 1.45, 0.96)  -0.5933
C (2.09, 2.35, -1.10)  -0.3322
N (3.37, 1.82, -0.68)  -0.4520
C (4.39, 2.71, -0.52)  0.6857
O (4.25, 3.90, -0.72)  -0.5969
C (5.72, 2.11, -0.13)  -0.6206
S (5.52, 1.09, 1.36)  0.3006
C (4.33, 0.00, 0.66)  -0.2059
C (4.28, -1.32, 1.10)  -0.2024
C (3.37, -2.20, 0.55)  -0.1901
C (2.54, -1.76, -0.46)  -0.3078
S (1.30, -2.84, -1.17)  2.3278
O (1.74, -4.20, -1.00)  -0.9380
O (1.00, -2.37, -2.49)  -0.9430
N (0.02, -2.52, -0.15)  -0.6873
C (-0.42, -3.58, 0.73)  -0.2252
C (-1.81, -3.96, 0.22)  -0.4135
C (-2.37, -2.61, -0.21)  -0.4164
C (-1.14, -1.86, -0.73)  -0.2396
C (2.57, -0.45, -0.90)  -0.2443
C (3.45, 0.46, -0.33)  0.2432
C (-2.63, 2.25, -0.79)  -0.3970
C (-3.89, 1.89, -0.33)  0.3496
O (-5.06, 2.22, -0.93)  -0.4877
C (-5.02, 2.99, -2.11)  -0.2531
C (-4.01, 1.15, 0.84)  -0.3278
H (-1.43, 0.44, 3.82)  0.1848
H (-1.31, -1.03, 2.82)  0.1756
H (-2.39, -0.99, 4.24)  0.2010
H (-0.72, 0.85, 1.62)  0.2680
H (-0.30, 2.66, -1.52)  0.3988
H (2.20, 3.44, -1.09)  0.2816
H (1.85, 2.03, -2.12)  0.2112
H (6.43, 2.91, 0.10)  0.2623
H (6.11, 1.48, -0.93)  0.2399
H (4.96, -1.63, 1.88)  0.2275
H (3.30, -3.23, 0.88)  0.2398
H (0.29, -4.40, 0.69)  0.2406
H (-0.48, -3.20, 1.76)  0.1832
H (-2.42, -4.46, 0.97)  0.2176
H (-1.71, -4.62, -0.65)  0.2076
H (-3.15, -2.69, -0.96)  0.2224
H (-2.79, -2.08, 0.66)  0.2076
H (-1.06, -1.92, -1.82)  0.2259
H (-1.15, -0.80, -0.44)  0.2087
H (1.90, -0.18, -1.70)  0.2395
H (-2.51, 2.81, -1.70)  0.2095
H (-6.06, 3.14, -2.41)  0.2038
H (-4.49, 2.46, -2.92)  0.1753
H (-4.55, 3.96, -1.95)  0.1764
H (-4.99, 0.87, 1.20)  0.2347

---

How do the energies compare? Relative to the most stable structure, in kJ/mol: a 0.0; b 20.4.

---

a | # C47H52BBr2ClCsN11O6S

C47H52BBr2ClCsN11O6S as an isolated structure (ωB97M-V/def2-TZVPD, the Open Molecules 2025 dataset).

Charge = -2

Last column: Mulliken charge in e.
Atoms and positions in Å:
Cs (-1.86, -1.93, 2.30)  1.4085
Br (2.86, -8.46, -1.69)  -0.2305
C (1.96, -7.00, -0.87)  -0.0205
C (0.65, -6.72, -1.21)  -0.7417
C (0.06, -5.63, -0.58)  -0.3723
N (0.68, -4.87, 0.31)  0.1603
C (1.95, -5.15, 0.61)  0.6576
C (2.64, -6.21, 0.04)  -0.8791
C (2.61, -4.21, 1.58)  0.4654
C (3.71, -4.61, 2.33)  -0.7864
C (4.27, -3.68, 3.18)  -0.2338
Br (5.77, -4.17, 4.23)  -0.2426
C (3.72, -2.42, 3.30)  -0.5646
C (2.61, -2.14, 2.52)  -0.4912
N (2.08, -3.00, 1.66)  0.4944
H (0.11, -7.31, -1.93)  0.4613
H (-0.96, -5.34, -0.82)  0.4733
H (3.68, -6.41, 0.27)  0.4649
H (4.11, -5.62, 2.28)  0.4535
H (4.09, -1.70, 4.01)  0.4499
H (2.09, -1.19, 2.62)  0.5128
O (-2.43, -3.90, -2.10)  -0.5460
C (-1.75, -3.31, -3.17)  -0.7801
C (-0.30, -2.99, -2.87)  0.9924
C (0.69, -3.14, -3.84)  -1.1793
C (1.98, -2.73, -3.54)  -0.5829
C (2.24, -2.20, -2.29)  -1.1065
C (1.19, -2.10, -1.38)  -0.5738
N (-0.05, -2.49, -1.67)  0.6111
H (-2.55, -3.24, -1.38)  0.3286
H (-2.23, -2.37, -3.48)  -0.0470
H (-1.80, -3.99, -4.02)  0.4894
H (0.45, -3.55, -4.81)  0.4403
H (2.78, -2.84, -4.27)  0.4391
H (3.23, -1.88, -2.00)  0.5948
H (1.35, -1.71, -0.39)  1.0098
C (-1.59, 1.03, -5.53)  -1.4977
C (-2.12, 0.58, -4.20)  0.9727
C (-3.48, 0.38, -3.99)  -1.2162
C (-3.96, -0.06, -2.76)  -0.7094
C (-3.09, -0.27, -1.71)  -0.5024
C (-1.73, -0.05, -1.89)  -0.0968
C (-1.26, 0.35, -3.13)  -0.7004
S (-3.72, -0.89, -0.15)  1.7547
O (-5.13, -1.15, -0.41)  -0.8663
O (-2.89, -2.11, -0.01)  -1.2147
N (-3.38, 0.22, 0.86)  -0.1245
C (-4.47, 0.55, 1.80)  -0.8534
C (-4.77, -0.56, 2.83)  0.6208
O (-5.41, -0.25, 3.84)  -0.8746
O (-4.33, -1.70, 2.51)  -0.7906
H (-2.39, 1.10, -6.27)  0.3946
H (-0.83, 0.34, -5.90)  0.3090
H (-1.11, 2.02, -5.45)  0.2204
H (-4.17, 0.54, -4.82)  0.2875
H (-5.02, -0.25, -2.61)  0.5367
H (-1.05, -0.22, -1.07)  0.5156
H (-0.19, 0.50, -3.27)  0.7150
H (-5.42, 0.72, 1.28)  0.4343
H (-4.22, 1.46, 2.34)  0.2335
B (0.99, -0.98, 5.86)  0.1246
N (0.69, -2.50, 5.65)  -0.3065
C (0.05, -3.31, 6.51)  -0.2399
C (-0.28, -4.48, 5.85)  -1.1867
C (0.23, -4.28, 4.56)  -0.1110
N (0.83, -3.10, 4.45)  0.2497
N (-0.27, -0.20, 5.38)  0.3000
C (-1.49, -0.28, 5.94)  -0.4119
C (-2.39, 0.42, 5.16)  -0.5770
C (-1.58, 0.93, 4.13)  -0.3415
N (-0.31, 0.54, 4.26)  -0.2661
H (1.13, -0.82, 7.06)  -0.1977
H (1.95, -0.63, 5.21)  -0.2967
H (-0.16, -2.99, 7.51)  0.4645
H (-0.83, -5.32, 6.23)  0.3802
H (0.19, -4.94, 3.71)  0.3970
H (-1.65, -0.87, 6.83)  0.3647
H (-3.46, 0.50, 5.27)  0.4166
H (-1.89, 1.53, 3.29)  0.2663
C (-1.64, 5.67, -1.38)  -2.3114
C (-0.99, 4.48, -0.64)  3.1797
C (-0.58, 3.48, -1.72)  -1.6748
C (-2.09, 3.87, 0.24)  -2.2357
C (0.22, 4.97, 0.21)  2.1683
O (-0.25, 6.05, 1.06)  -0.7141
C (1.38, 5.61, -0.60)  -1.4839
C (2.60, 4.84, -1.13)  -1.3216
C (2.55, 4.25, -2.52)  0.1360
C (2.77, 2.89, -2.73)  0.2788
C (2.83, 2.37, -4.02)  -1.0636
C (2.68, 3.21, -5.10)  0.4631
Cl (2.83, 2.58, -6.72)  -0.2690
C (2.44, 4.56, -4.92)  -0.8902
C (2.38, 5.07, -3.63)  0.0146
C (0.68, 4.01, 1.34)  -2.9142
N (1.14, 2.65, 1.09)  1.9931
C (0.42, 1.51, 1.06)  -0.3481
N (1.21, 0.47, 1.03)  0.2721
C (2.44, 1.02, 1.02)  -0.8892
N (2.46, 2.33, 1.08)  -1.2034
H (-2.43, 5.28, -2.02)  0.4990
H (-0.95, 6.21, -2.02)  0.3482
H (-2.12, 6.37, -0.70)  0.5931
H (-1.47, 2.98, -2.10)  0.9230
H (0.08, 2.70, -1.34)  -0.1657
H (-0.08, 3.96, -2.55)  0.1023
H (-3.00, 3.74, -0.35)  0.5391
H (-2.32, 4.52, 1.09)  0.3901
H (-1.84, 2.88, 0.61)  0.0152
H (-0.52, 6.77, 0.49)  0.5541
H (1.78, 6.34, 0.10)  0.4072
H (0.95, 6.19, -1.42)  0.2449
H (2.90, 4.07, -0.42)  0.5253
H (3.42, 5.56, -1.13)  0.4526
H (2.89, 2.23, -1.89)  0.4147
H (3.00, 1.31, -4.17)  0.5102
H (2.32, 5.21, -5.78)  0.4233
H (2.21, 6.13, -3.49)  0.3593
H (-0.15, 3.93, 2.04)  0.4859
H (1.50, 4.51, 1.86)  0.4134
H (-0.66, 1.47, 1.08)  0.0786
H (3.35, 0.44, 1.03)  0.5947

---

b | # C47H52BBr2ClCsN11O6S

C47H52BBr2ClCsN11O6S as an isolated structure (ωB97M-V/def2-TZVPD, the Open Molecules 2025 dataset).

Charge = -2

Last column: Mulliken charge in e.
Atoms and positions in Å:
Cs (-1.15, 0.53, -1.61)  1.5462
Br (-1.25, -4.95, -6.40)  -0.2053
C (-1.10, -3.10, -6.09)  -0.2550
C (-2.15, -2.26, -6.39)  -0.2798
C (-1.97, -0.90, -6.15)  -0.5156
N (-0.86, -0.37, -5.64)  -0.3253
C (0.13, -1.21, -5.33)  0.1644
C (0.06, -2.58, -5.54)  -0.2382
C (1.34, -0.62, -4.69)  -0.1153
C (2.61, -1.05, -5.05)  -0.2400
C (3.68, -0.50, -4.37)  -1.0282
Br (5.44, -1.07, -4.81)  -0.2499
C (3.49, 0.44, -3.38)  0.1800
C (2.18, 0.81, -3.11)  -0.3828
N (1.13, 0.30, -3.74)  0.5245
H (-3.08, -2.64, -6.78)  0.4067
H (-2.77, -0.21, -6.37)  0.4170
H (0.87, -3.23, -5.24)  0.3082
H (2.75, -1.78, -5.83)  0.6243
H (4.31, 0.88, -2.83)  0.2394
H (1.97, 1.57, -2.36)  0.5530
O (3.25, -0.52, 0.93)  -0.4337
C (2.98, -1.83, 1.38)  -0.2690
C (2.47, -2.72, 0.26)  0.6721
C (2.32, -4.09, 0.45)  -0.7625
C (1.82, -4.84, -0.59)  -0.6587
C (1.46, -4.21, -1.77)  -0.6817
C (1.63, -2.84, -1.86)  0.0526
N (2.14, -2.11, -0.87)  -0.2591
H (2.85, -0.46, 0.04)  0.3928
H (2.24, -1.81, 2.19)  -0.0353
H (3.90, -2.27, 1.79)  0.3545
H (2.58, -4.54, 1.40)  0.4230
H (1.66, -5.91, -0.47)  0.3746
H (0.96, -4.74, -2.58)  0.4295
H (1.29, -2.30, -2.74)  0.4708
C (-7.91, -2.78, -2.42)  -1.5139
C (-6.41, -2.86, -2.41)  1.1928
C (-5.65, -2.08, -3.28)  -0.9756
C (-4.26, -2.11, -3.24)  -0.0971
C (-3.61, -2.92, -2.33)  -0.6399
C (-4.35, -3.70, -1.46)  -0.5618
C (-5.74, -3.67, -1.50)  -0.8814
S (-1.81, -2.97, -2.26)  1.8409
O (-1.45, -1.65, -2.82)  -0.8020
O (-1.46, -4.09, -3.13)  -0.8030
N (-1.35, -3.25, -0.84)  -0.6314
C (-1.27, -2.32, 0.27)  0.8343
C (-2.51, -1.46, 0.62)  0.3683
O (-2.86, -1.42, 1.82)  -0.8393
O (-3.00, -0.82, -0.34)  -0.6892
H (-8.29, -2.55, -3.41)  0.3699
H (-8.26, -1.99, -1.74)  0.2640
H (-8.36, -3.72, -2.09)  0.3683
H (-6.15, -1.43, -3.99)  0.3189
H (-3.68, -1.48, -3.90)  0.4682
H (-3.83, -4.31, -0.73)  0.4678
H (-6.31, -4.28, -0.80)  0.2952
H (-0.43, -1.61, 0.16)  -0.9995
H (-1.02, -2.92, 1.15)  0.3233
B (1.12, 4.81, -1.77)  0.1203
N (0.58, 4.37, -3.16)  0.0412
C (0.93, 4.88, -4.35)  -0.1707
C (0.42, 4.06, -5.34)  -1.2700
C (-0.22, 3.03, -4.63)  -0.0336
N (-0.12, 3.23, -3.32)  -0.0464
N (2.31, 3.86, -1.41)  0.4813
C (3.50, 3.79, -2.02)  -0.2080
C (4.25, 2.80, -1.41)  -1.5656
C (3.40, 2.31, -0.40)  -0.5791
N (2.24, 2.96, -0.40)  -0.3400
H (1.54, 5.95, -1.89)  -0.1953
H (0.27, 4.70, -0.92)  -0.2704
H (1.50, 5.79, -4.40)  0.4549
H (0.51, 4.18, -6.41)  0.3692
H (-0.71, 2.15, -5.00)  0.4361
H (3.72, 4.43, -2.86)  0.4042
H (5.25, 2.48, -1.66)  0.7269
H (3.58, 1.52, 0.30)  0.9554
C (2.86, 1.87, 5.41)  -2.1940
C (1.84, 2.27, 4.33)  3.0077
C (1.49, 0.97, 3.58)  -1.4662
C (2.56, 3.21, 3.36)  -2.0638
C (0.64, 3.03, 4.99)  1.8818
O (1.19, 4.21, 5.64)  -0.7085
C (-0.12, 2.33, 6.16)  -1.6652
C (-1.20, 1.23, 6.07)  -1.3564
C (-0.74, -0.18, 5.81)  0.4159
C (-1.26, -0.92, 4.76)  -0.1051
C (-0.79, -2.19, 4.44)  -0.9089
C (0.23, -2.72, 5.22)  0.4704
Cl (0.89, -4.29, 4.81)  -0.2755
C (0.74, -2.04, 6.31)  -0.8510
C (0.25, -0.78, 6.60)  0.0544
C (-0.31, 3.75, 3.99)  -2.4828
N (-0.95, 3.04, 2.91)  0.9497
C (-0.60, 2.96, 1.61)  0.0085
N (-1.37, 2.09, 0.99)  -0.0539
C (-2.20, 1.64, 1.97)  -0.9090
N (-1.98, 2.19, 3.14)  -0.7792
H (3.70, 1.37, 4.92)  0.4803
H (2.45, 1.17, 6.13)  0.3379
H (3.28, 2.74, 5.94)  0.5182
H (2.35, 0.70, 2.95)  0.6855
H (0.64, 1.05, 2.92)  -0.1746
H (1.31, 0.15, 4.26)  -0.0570
H (3.51, 2.76, 3.08)  0.5397
H (2.77, 4.18, 3.82)  0.3493
H (2.02, 3.36, 2.43)  0.2531
H (1.74, 3.90, 6.37)  0.5458
H (-0.61, 3.18, 6.66)  0.3303
H (0.65, 2.00, 6.87)  0.5230
H (-1.94, 1.50, 5.31)  0.3272
H (-1.71, 1.25, 7.04)  0.5063
H (-2.03, -0.51, 4.11)  0.3684
H (-1.22, -2.69, 3.58)  0.4819
H (1.52, -2.49, 6.91)  0.4236
H (0.66, -0.24, 7.45)  0.4588
H (0.27, 4.55, 3.54)  0.4768
H (-1.10, 4.22, 4.58)  0.4101
H (0.20, 3.52, 1.15)  0.2733
H (-2.95, 0.87, 1.81)  0.7867

---

How do the energies compare? Relative to the most stable structure, in kJ/mol: a 62.0; b 0.0.